ORCA calculation (ωB97M-V with the def2-TZVPD basis set) on C28H33ClCoN3OP2 as an isolated structure.

CARTESIAN COORDINATES (ANGSTROEM)
Co1 0.8141 -0.1540 -0.1868
Cl1 -4.8291 -0.4417 5.2251
C1 -3.4214 -0.7767 4.2942
C2 -2.6899 -1.9421 4.5768
C3 -1.5509 -2.1812 3.8380
C4 -1.2208 -1.2965 2.8322
O1 0.0861 -1.5096 2.1664
C5 -1.9017 -0.1223 2.4773
C6 -1.6543 0.8438 1.4758
N1 -0.7951 0.8897 0.4243
C7 -1.0487 1.9404 -0.4861
C8 -2.2224 2.6577 -0.5801
C9 -2.3654 3.7409 -1.4723
C10 -1.3571 4.1111 -2.3097
C11 -0.1629 3.3536 -2.3148
C12 0.8916 3.6062 -3.2153
C13 1.9890 2.7898 -3.2382
C14 2.0328 1.7132 -2.3463
N2 1.0825 1.4660 -1.4656
C15 -0.0194 2.2697 -1.4223
C16 -3.0458 0.0951 3.3064
H1 -3.0015 -2.6155 5.3600
H2 -0.9387 -3.0467 4.0567
H3 -2.3068 1.6989 1.5850
H4 -3.0802 2.3877 0.0167
H5 -3.3035 4.2793 -1.4854
H6 -1.4627 4.9471 -2.9874
H7 0.8098 4.4407 -3.9006
H8 2.8032 2.9500 -3.9297
H9 2.8698 1.0253 -2.3682
H10 -3.6447 0.9782 3.1294
C17 4.3614 0.2791 -0.1560
P1 2.9510 0.2307 1.0008
C18 3.2439 1.6463 2.0928
C19 3.3839 -1.2499 2.0137
C20 3.2492 -2.5414 1.1921
P2 1.6563 -2.6053 0.2755
C21 1.6290 -4.2706 -0.4615
C22 0.4518 -2.8598 1.6558
H11 5.2877 0.0855 0.3877
H12 4.4266 1.2725 -0.5988
H13 4.2602 -0.4504 -0.9593
H14 4.2598 1.6201 2.4890
H15 2.5318 1.6537 2.9180
H16 3.1050 2.5650 1.5225
H17 2.7564 -1.2893 2.9133
H18 4.4039 -1.1422 2.3902
H19 3.3395 -3.4279 1.8242
H20 4.0516 -2.6020 0.4532
H21 1.8600 -5.0367 0.2794
H22 2.3730 -4.3171 -1.2566
H23 0.6522 -4.4762 -0.8996
H24 0.8228 -3.4512 2.4931
H25 -0.4900 -3.2680 1.2941
H26 0.8006 -1.1311 2.7101
N3 -0.2140 -1.0336 -2.0069
C23 -1.5231 -0.5327 -2.3705
C24 -2.6241 -0.9404 -1.6341
C25 -3.8769 -0.4358 -1.9443
C26 -4.0238 0.4841 -2.9747
C27 -2.9148 0.8888 -3.7021
C28 -1.6592 0.3759 -3.4057
H27 -0.2667 -2.0448 -1.9249
H28 0.4438 -0.8452 -2.7592
H29 -2.5048 -1.6430 -0.8165
H30 -4.7404 -0.7615 -1.3800
H31 -5.0022 0.8756 -3.2161
H32 -3.0248 1.5965 -4.5124
H33 -0.7929 0.6843 -3.9816

Output
**Gap between HOMO and LUMO (alpha / beta)**: 5.6 / 7.0 eV
**<S²>**: 6.038
**Total charge**: +2
**HOMO (alpha / beta)**: -11.14 / -13.09 eV
**Energy relative to the best compared isomer or geometry (same formula, charge and spin)**: 89.2 kcal per mole
**2S+1**: 5


ORCA calculation (ωB97M-V with the def2-TZVPD basis set) on one molecule with the formula C3H6N4.

CARTESIAN COORDINATES (ANGSTROEM)
H1 1.6681 -0.4720 -1.7175
N1 1.8548 -0.2459 -0.7261
C1 0.8030 -0.0166 -0.0848
N2 0.7520 0.2933 1.2995
C2 -0.5510 0.4816 1.5631
N3 -1.3874 0.3431 0.5647
N4 -0.5019 -0.0542 -0.4488
C3 -0.9469 -0.6207 -1.6984
H2 1.5449 0.5406 1.8152
H3 -0.9226 0.8185 2.5442
H4 -0.5702 0.0565 -2.5104
H5 -2.1015 -0.7587 -1.7778
H6 -0.4722 -1.6054 -1.8576

Output
**Gap between HOMO and LUMO**: 9.0 eV
**Total charge**: 0
**HOMO**: -8.00 eV
**Energy relative to the best compared isomer or geometry (same formula, charge and spin)**: 25.2 kcal per mole


ORCA calculation (ωB97M-V with the def2-TZVPD basis set) on C4H9NO as an isolated structure.

CARTESIAN COORDINATES (ANGSTROEM)
C1 -2.6607 -0.2556 -0.0265
C2 0.6535 -0.0268 -0.1814
C3 1.0382 1.4276 -0.0481
C4 1.7922 -0.9911 0.0104
H1 -2.6862 -0.9293 -0.8631
H2 -2.6928 -0.9442 0.7628
H3 -3.5670 0.3900 0.1831
H4 2.1556 1.1855 -0.9895
H5 -0.0344 2.2327 -0.4128
H6 1.5351 1.6300 1.3739
H7 2.7207 -0.7575 -0.6431
H8 2.2829 -0.9303 1.1001
H9 1.3961 -2.0170 -0.1202
N1 -0.4782 -0.5092 -0.1230
O1 -1.4549 0.4952 -0.0228

Output
**Gap between HOMO and LUMO**: 9.9 eV
**Total charge**: 0
**HOMO**: -9.38 eV
**Energy relative to the best compared isomer or geometry (same formula, charge and spin)**: 172.8 kcal per mole


ORCA calculation (ωB97M-V with the def2-TZVPD basis set) on C40H39AsNO7P2STeTi as an isolated structure.

CARTESIAN COORDINATES (ANGSTROEM)
Ti1 -1.0268 0.4075 0.0003
Te1 3.8599 -0.4578 0.9896
C1 3.8424 -2.4419 1.7242
C2 4.0786 -3.5075 0.8638
C3 3.9128 -4.8003 1.3472
N1 3.5371 -5.0792 2.6006
C4 3.3452 -4.0436 3.4233
C5 3.4905 -2.7160 3.0359
C6 1.8063 -0.4358 0.4974
P1 1.2399 0.2838 -0.9955
C7 1.4091 -0.9750 -2.2926
C8 1.7890 -2.2650 -1.9465
C9 1.8963 -3.2447 -2.9284
C10 1.6091 -2.9382 -4.2518
C11 1.2321 -1.6457 -4.6027
C12 1.1298 -0.6676 -3.6255
C13 2.3189 1.6425 -1.5260
C14 3.5222 1.3587 -2.1726
C15 4.4173 2.3865 -2.4412
C16 4.1119 3.6929 -2.0831
C17 2.9181 3.9785 -1.4351
C18 2.0303 2.9530 -1.1443
P2 0.6618 0.0495 1.7075
C19 1.1710 1.3215 2.8795
C20 0.8672 2.6669 2.6701
C21 1.2926 3.6287 3.5762
C22 2.0396 3.2563 4.6846
C23 2.3784 1.9234 4.8797
C24 1.9436 0.9578 3.9846
C25 0.2105 -1.4176 2.6845
C26 0.1803 -2.6515 2.0319
C27 -0.2647 -3.7854 2.6986
C28 -0.7017 -3.6907 4.0145
C29 -0.6920 -2.4626 4.6626
C30 -0.2466 -1.3256 3.9988
H1 4.3906 -3.3411 -0.1615
H2 4.0832 -5.6544 0.6967
H3 3.0472 -4.2852 4.4391
H4 3.3281 -1.9221 3.7578
H5 2.0094 -2.4955 -0.9123
H6 2.2088 -4.2476 -2.6571
H7 1.6803 -3.7050 -5.0133
H8 1.0235 -1.4057 -5.6403
H9 0.8617 0.3475 -3.8970
H10 3.7592 0.3449 -2.4644
H11 5.3600 2.1608 -2.9233
H12 4.8131 4.4895 -2.2985
H13 2.6839 4.9970 -1.1471
H14 1.1194 3.1715 -0.5979
H15 0.3074 2.9679 1.8025
H16 1.0320 4.6694 3.4199
H17 2.3590 4.0059 5.3992
H18 2.9761 1.6340 5.7367
H19 2.2005 -0.0819 4.1494
H20 0.5234 -2.7208 1.0097
H21 -0.2701 -4.7444 2.1920
H22 -1.0602 -4.5751 4.5318
H23 -1.0419 -2.3862 5.6843
H24 -0.2653 -0.3686 4.5038
O1 -3.3021 3.8649 0.7693
As1 -2.9487 2.2491 1.3006
O2 -2.8966 2.2685 2.9178
O3 -1.4051 2.0391 0.4249
C31 -4.2559 1.2800 0.2372
C32 -5.2791 2.0366 -0.3199
C33 -6.2634 1.4140 -1.0851
C34 -6.2532 0.0420 -1.2811
C35 -5.2515 -0.7332 -0.7212
C36 -4.2535 -0.1140 0.0134
S1 -2.9764 -1.1263 0.6625
O4 -3.4668 -2.3763 1.0870
O5 -2.2976 -0.2241 1.6345
O6 -1.9032 -1.2057 -0.4295
H25 -3.1918 4.4246 1.5525
H26 -5.3095 3.0985 -0.1436
H27 -7.0528 2.0153 -1.5212
H28 -7.0314 -0.4310 -1.8670
H29 -5.2480 -1.8120 -0.8319
C37 -1.4406 3.1557 -2.3559
C38 -1.8773 1.9649 -3.1662
O7 -1.9188 0.7465 -2.3884
C39 -2.7568 -0.2428 -3.0482
C40 -2.3966 -0.5435 -4.4860
H30 -1.3719 4.0182 -3.0222
H31 -0.4576 2.9931 -1.9182
H32 -2.1444 3.3969 -1.5618
H33 -1.1909 1.8102 -3.9964
H34 -2.8759 2.1307 -3.5722
H35 -3.7873 0.1124 -2.9889
H36 -2.6690 -1.1440 -2.4618
H37 -3.0591 -1.3391 -4.8381
H38 -1.3689 -0.8943 -4.5712
H39 -2.5374 0.3142 -5.1441

Output
**Gap between HOMO and LUMO**: 6.2 eV
**Total charge**: +1
**HOMO**: -9.99 eV
**Energy relative to the best compared isomer or geometry (same formula, charge and spin)**: 26.2 kcal per mole


Number 1: maximum force 0.40 eV/A. Number 2: maximum force 3.17 eV/A. Number 3: maximum force 4.98 eV/A. Number 4: maximum force 2.19 eV/A.